(1)
DFT (ωB97M-V/def2-TZVPD) results for C7H13N in the gas phase in a non-equilibrium geometry.

Computed properties:
Structure (SMILES): CC1(C)[C@H]2CCCN21
LUMO level in hartree: 0.0373
Maximum force in Eh/bohr: 0.1187
Total charge: 0
Kohn-Sham gap in eV: 8.92
2S+1: 1
Relative energy (zero: lowest compared OMol25 entry of this formula, charge and spin) in kJ/mol: 619.97

Structure (XYZ):
```
21
Properties=species:S:1:pos:R:3:lowdin_charge:R:1
C -1.7295 0.6610 1.3615 -0.03
C -0.8459 0.8190 0.0999 -0.50
C -1.1020 1.9071 -0.9652 -0.05
C 0.6002 0.4257 0.2834 -0.26
C 1.2434 -0.6212 1.0401 -0.23
C 1.6590 -1.6481 -0.0086 -0.11
C 0.6263 -1.2527 -1.2675 -0.13
N -0.4029 -0.4687 -0.4888 -0.03
H -2.7273 0.8163 0.6777 0.12
H -1.6354 -0.2725 1.8628 0.04
H -1.4366 1.4591 2.2057 0.12
H -2.2392 1.7977 -1.2397 0.10
H -0.7153 2.9640 -0.6135 0.11
H -0.5755 1.4870 -1.9805 0.13
H 1.0960 1.0151 -0.3150 0.08
H 0.6136 -0.7457 2.0234 0.14
H 2.1051 -0.2397 1.6910 0.12
H 2.6620 -1.1656 -0.4219 0.13
H 1.8482 -2.7305 -0.0582 0.09
H 1.0156 -0.6390 -1.9872 0.05
H 0.0992 -2.2104 -1.6848 0.13
```


(2)
DFT (ωB97M-V/def2-TZVPD) results for C40H34HoN5O3PSSe as an isolated structure in a non-equilibrium geometry.

Computed properties:
LUMO level (alpha / beta) in hartree: -0.1637 / -0.1637
Maximum force in Eh/bohr: 0.0901
Total charge: +1
Kohn-Sham gap (alpha / beta) in eV: 5.03 / 5.03
2S+1: 5
Relative energy (zero: lowest compared OMol25 entry of this formula, charge and spin) in kJ/mol: 0.00

Structure (XYZ):
```
86
Properties=species:S:1:pos:R:3:lowdin_charge:R:1
Ho -0.3037 -0.7998 0.0923 1.39
N 2.4701 -3.6206 -1.6767 0.13
C 2.1169 -4.9788 -1.5024 -0.19
C 2.7925 -6.0236 -2.2157 -0.01
C 2.4593 -7.3498 -1.9959 -0.07
C 1.3883 -7.6758 -1.1408 -0.06
C 0.6878 -6.6530 -0.4955 -0.09
C 1.0758 -5.3038 -0.5810 -0.49
S 0.1893 -4.1599 0.2997 1.03
N 0.6429 -2.7147 -0.4962 -0.37
C 1.6731 -2.5575 -1.2712 -0.30
C 1.9787 -1.2243 -1.8091 -0.18
C 3.1766 -0.9647 -2.5059 0.02
C 3.4023 0.3066 -3.0917 0.02
C 2.3297 1.2522 -3.0179 0.00
C 1.1699 0.9521 -2.3249 -0.06
N 1.0387 -0.2326 -1.6551 -0.02
H 3.2159 -3.3957 -2.3327 0.13
H 3.6152 -5.7464 -2.9086 0.13
H 3.0186 -8.0929 -2.5556 0.11
H 1.0627 -8.6738 -0.9769 0.10
H -0.1418 -6.9311 0.1651 0.11
H 3.9819 -1.7323 -2.4102 0.13
H 4.3360 0.5627 -3.5604 0.12
H 2.3898 2.2092 -3.5208 0.12
H 0.3262 1.5997 -2.1839 0.09
C -1.0093 -2.3681 4.0268 -0.01
C -0.6909 -1.0706 3.2948 -0.47
C -1.1633 0.0232 4.2807 0.00
O -1.5088 -0.9571 2.0933 -0.20
C 0.7864 -0.9855 2.8919 -0.53
O 1.6432 -1.3513 3.6699 0.11
O 1.0168 -0.5178 1.6528 -0.24
H -1.9256 -2.2974 4.5880 0.09
H -0.1932 -2.5307 4.7483 0.11
H -1.0134 -3.2650 3.4014 0.08
H -2.2132 -0.1102 4.4988 0.09
H -1.0669 1.0220 3.8489 0.06
H -0.5560 -0.0118 5.1851 0.11
H -2.4213 -1.2593 2.2369 0.02
C 4.2104 3.4640 -0.0349 -0.09
C 3.1191 4.1658 -0.5712 -0.09
C 1.8355 3.9878 -0.0469 -0.07
C 1.6266 3.0434 0.9773 -0.38
C 2.7076 2.3448 1.4833 -0.12
C 3.9760 2.5177 0.9519 -0.09
P -0.0258 2.6284 1.6371 1.09
C -0.4644 4.0607 2.6252 -0.40
C 0.4785 4.9018 3.2464 -0.08
C 0.0721 5.9454 4.0841 -0.08
C -1.2851 6.2190 4.2734 -0.08
C -2.2038 5.3813 3.6252 -0.09
C -1.8112 4.3476 2.8024 -0.14
C -1.0608 2.8033 0.1447 -0.46
C -1.5049 4.0331 -0.2861 -0.14
C -2.4018 4.1361 -1.3497 -0.07
C -2.7412 2.9547 -2.0456 -0.08
C -2.1660 1.7329 -1.6388 -0.19
C -1.2865 1.6141 -0.5726 -0.25
H 5.1860 3.6092 -0.4619 0.10
H 3.2117 4.9277 -1.3453 0.10
H 0.9622 4.5432 -0.4336 0.10
H 2.5564 1.6888 2.3573 0.11
H 4.7680 1.9155 1.3855 0.11
H 1.5514 4.7593 3.0701 0.10
H 0.8338 6.5709 4.5724 0.11
H -1.6427 7.0653 4.8492 0.10
H -3.2945 5.5170 3.7565 0.11
H -2.5842 3.7588 2.2785 0.12
H -1.1137 4.9079 0.2534 0.11
H -2.7832 5.1126 -1.6234 0.10
H -3.5047 2.9464 -2.8473 0.10
H -2.4077 0.8441 -2.2154 0.05
Se -3.5271 -2.5290 0.5179 1.19
N -2.3272 -1.6520 -0.7403 -0.28
C -2.6948 -1.9235 -1.9945 -0.33
C -2.0632 -1.5319 -3.2034 -0.03
C -2.6082 -1.9512 -4.3860 -0.05
C -3.7557 -2.7735 -4.4131 -0.05
C -4.4629 -3.1442 -3.2814 0.00
C -3.9518 -2.6945 -2.0482 -0.34
N -4.5087 -3.0913 -0.8847 -0.22
H -1.0867 -0.9797 -3.1882 0.12
H -2.1833 -1.6358 -5.3389 0.12
H -4.0866 -3.1198 -5.3974 0.12
H -5.3339 -3.7942 -3.2889 0.13
```